i:
39
Properties=species:S:1:pos:R:3:mulliken_charge:R:1 method="wB97M-V/def2-TZVPD" homo_lumo_gap_ev=8.76 spin_multiplicity=1 e_homo_ev=-8.5
C -2.64 0.98 -0.11 -0.76
C -1.97 1.55 0.89 -0.32
C -0.60 1.86 0.62 -0.43
C 0.24 0.67 1.02 0.61
C 0.89 0.75 2.45 -0.56
O 1.56 1.96 2.81 -0.58
N 1.22 0.19 0.03 -0.12
C 1.71 -1.22 0.29 -1.19
H -3.67 1.08 -0.12 0.39
H -2.29 0.66 -1.11 0.06
H -2.13 2.03 1.85 0.39
H -0.40 2.02 -0.45 -0.28
H -0.27 2.75 0.97 0.67
H -0.55 -0.23 1.04 -0.26
H 1.62 0.00 2.61 0.24
H 0.16 0.69 3.16 0.46
H 2.01 2.40 2.00 0.33
H 1.95 0.86 -0.18 0.35
H 0.74 -1.74 0.24 0.55
H 2.25 -1.54 -0.56 0.33
H 2.31 -1.11 1.28 0.22
O 2.71 -3.79 2.09 -0.64
H 2.71 -3.77 1.13 0.32
H 2.36 -2.91 2.30 0.39
O 2.49 2.14 -1.41 -0.61
H 2.45 3.02 -1.77 0.26
H 2.56 1.63 -2.19 0.29
O 0.16 2.27 -3.69 -0.68
H -0.15 2.40 -2.78 0.32
H -0.35 1.41 -3.78 0.38
O -2.40 -3.66 1.11 -0.70
H -2.07 -2.97 1.67 0.33
H -3.33 -3.53 0.92 0.33
O -1.42 -0.17 -3.70 -0.65
H -2.24 -0.61 -3.78 0.29
H -0.82 -0.88 -3.95 0.30
O -2.30 -2.01 -0.78 -0.67
H -2.16 -2.89 -0.56 0.39
H -1.38 -1.60 -0.58 0.26

ii:
39
Properties=species:S:1:pos:R:3:mulliken_charge:R:1 method="wB97M-V/def2-TZVPD" homo_lumo_gap_ev=10.07 spin_multiplicity=1 e_homo_ev=-9.6
C 1.63 -3.19 0.02 -1.27
C 1.70 -1.82 -0.62 -0.48
C 0.61 -0.92 0.01 -0.29
C 0.45 -1.02 1.58 -1.76
C 0.86 0.54 -0.45 0.83
N 0.76 0.60 -1.95 -0.62
C 2.23 0.96 0.24 -0.24
O 2.30 1.31 1.39 -0.46
H 1.99 -3.73 -0.89 0.36
H 0.59 -3.48 0.13 0.36
H 2.20 -3.60 0.88 0.29
H 1.67 -1.92 -1.78 0.19
H 2.64 -1.30 -0.53 0.42
H -0.31 -1.33 -0.39 0.70
H 1.39 -1.32 2.05 0.52
H -0.23 -1.81 1.77 0.53
H 0.16 -0.07 2.06 0.19
H 0.06 1.17 -0.09 0.07
H 1.55 1.14 -2.24 0.23
H -0.04 1.28 -2.24 0.26
H 3.05 0.95 -0.47 0.36
O -3.21 1.52 0.02 -0.68
H -4.04 1.66 0.47 0.27
H -2.42 1.81 0.59 0.39
O -2.35 -0.50 1.23 -0.62
H -3.28 -0.73 0.99 0.29
H -1.78 -0.39 0.35 0.28
O 0.46 1.66 3.42 -0.64
H 1.28 1.16 3.29 0.33
H 0.18 1.25 4.26 0.30
O -0.39 -1.41 -3.74 -0.69
H 0.37 -1.39 -4.31 0.32
H -0.13 -0.93 -2.97 0.33
O -1.97 1.61 -2.60 -0.69
H -2.36 1.13 -3.44 0.33
H -2.60 1.53 -1.93 0.35
O -1.32 3.03 1.71 -0.69
H -0.84 2.69 2.60 0.35
H -0.86 3.83 1.56 0.28

ii wins, 2.138 eV ahead of the next structure.

i:
9
Properties=species:S:1:pos:R:3:mulliken_charge:R:1 method="wB97M-V/def2-TZVPD" homo_lumo_gap_ev="7.04 / 7.04" spin_multiplicity=1 e_homo_ev="-8.9 / -8.9"
S -0.59 -2.29 0.01 -0.24
C -1.38 -0.85 0.00 -0.22
C -0.75 0.42 0.09 -0.52
C 0.58 0.55 0.19 0.70
C 1.78 -0.30 -0.02 0.13
N 2.55 0.62 -0.45 -0.24
N 1.62 1.39 0.30 -0.26
H -2.46 -0.85 -0.10 0.30
H -1.35 1.31 -0.01 0.34

ii:
9
Properties=species:S:1:pos:R:3:mulliken_charge:R:1 method="wB97M-V/def2-TZVPD" homo_lumo_gap_ev=7.34 spin_multiplicity=1 e_homo_ev=-9.1
C -0.76 -1.82 0.60 0.52
C 0.64 0.98 -0.16 0.66
C -0.62 -1.33 1.84 -0.32
C 0.36 1.18 -1.42 -0.89
N -0.99 -2.48 -0.30 -0.32
N 0.79 0.92 1.00 -0.31
S 0.16 0.01 2.24 0.13
H -0.59 1.64 -1.66 0.24
H 1.01 0.91 -2.13 0.28

ii wins, 2.030 eV ahead of the next structure.

i:
34
Properties=species:S:1:pos:R:3:mulliken_charge:R:1 method="wB97M-V/def2-TZVPD" homo_lumo_gap_ev=8.72 spin_multiplicity=1 e_homo_ev=-7.8
C -2.16 -0.24 2.10 -1.41
C -1.50 0.92 1.47 0.52
C -1.99 1.87 0.65 -0.72
N -1.06 2.76 0.14 -0.03
C 0.16 2.42 0.73 -0.48
C 1.49 2.72 0.52 -0.81
C 2.50 2.15 1.27 -0.44
C 2.23 1.05 2.07 -0.69
C 0.94 0.56 2.18 -0.36
C -0.09 1.25 1.55 1.36
H -1.69 -0.40 3.07 0.36
H -1.90 -1.19 1.59 0.26
H -3.23 -0.23 1.91 0.36
H -2.98 1.96 0.21 0.41
H -1.25 3.67 -0.23 0.26
H 1.82 3.66 0.06 0.31
H 3.53 2.49 1.32 0.41
H 3.10 0.76 2.66 0.37
H 0.75 -0.39 2.66 0.34
C 1.75 -2.64 -0.57 -1.43
C 0.66 -1.97 -1.38 0.68
C -0.43 -2.73 -1.77 -0.26
C -1.55 -2.20 -2.41 -0.81
C -1.49 -0.86 -2.76 -0.28
C -0.32 -0.09 -2.52 -0.72
C 0.63 -0.62 -1.68 0.03
H 1.85 -3.63 -1.01 0.46
H 1.49 -2.81 0.48 0.25
H 2.69 -2.12 -0.71 0.37
H -0.24 -3.80 -1.65 0.30
H -2.36 -2.83 -2.73 0.41
H -2.41 -0.32 -2.99 0.36
H -0.36 0.88 -3.00 0.37
H 1.42 -0.01 -1.23 0.27

ii:
34
Properties=species:S:1:pos:R:3:mulliken_charge:R:1 method="wB97M-V/def2-TZVPD" homo_lumo_gap_ev=8.57 spin_multiplicity=1 e_homo_ev=-7.7
C 1.05 3.31 -0.16 -1.23
C -0.06 3.08 0.75 0.77
C -1.19 3.82 0.61 -0.67
N -2.05 3.63 1.71 -0.17
C -1.45 2.61 2.51 0.05
C -1.87 2.11 3.73 -0.63
C -1.13 1.09 4.27 -0.52
C 0.14 0.80 3.70 -0.32
C 0.66 1.44 2.59 -0.67
C -0.26 2.17 1.85 0.51
H 1.23 2.67 -1.00 0.28
H 2.07 3.13 0.28 0.30
H 1.10 4.39 -0.52 0.30
H -1.39 4.51 -0.20 0.41
H -3.05 3.75 1.68 0.25
H -2.69 2.54 4.28 0.40
H -1.35 0.32 4.99 0.36
H 0.79 0.05 4.17 0.32
H 1.75 1.35 2.32 0.27
C 1.63 -2.01 -4.01 -1.32
C 0.79 -2.66 -2.99 1.07
C -0.24 -3.53 -3.29 -0.42
C -1.01 -4.21 -2.38 -0.44
C -0.50 -4.27 -1.10 -0.46
C 0.51 -3.40 -0.75 -0.30
C 1.18 -2.51 -1.62 -0.74
H 2.25 -1.14 -3.68 0.32
H 0.98 -1.78 -4.84 0.35
H 2.43 -2.64 -4.45 0.27
H -0.45 -3.60 -4.38 0.28
H -1.96 -4.68 -2.58 0.38
H -0.63 -5.16 -0.47 0.32
H 0.66 -3.26 0.33 0.32
H 2.04 -1.93 -1.34 0.36

i wins, 0.798 eV ahead of the next structure.

i:
14
Properties=species:S:1:pos:R:3:mulliken_charge:R:1 method="wB97M-V/def2-TZVPD" homo_lumo_gap_ev=10.78 spin_multiplicity=1 e_homo_ev=-10.1
C 0.94 -1.46 1.95 -1.02
C 0.97 -0.71 0.64 0.11
C -0.15 -0.73 -0.09 -0.38
B -0.17 -0.08 -1.49 0.40
O -0.38 0.09 -2.69 -0.57
H 1.20 -0.81 2.79 0.30
H 1.59 -2.39 1.88 0.27
H -0.13 -1.82 2.12 0.27
H 1.91 -0.19 0.45 0.33
H -0.92 -1.40 0.14 0.28
N -0.79 2.56 -2.34 -0.59
H -1.80 2.73 -2.19 0.19
H -0.71 3.51 -2.82 0.25
H -1.14 2.23 -3.06 0.16

ii:
14
Properties=species:S:1:pos:R:3:mulliken_charge:R:1 method="wB97M-V/def2-TZVPD" homo_lumo_gap_ev="5.39 / 5.39" spin_multiplicity=1 e_homo_ev="-6.4 / -6.4"
B -0.86 0.04 0.05 0.29
C -1.14 1.46 0.17 -0.76
C 2.75 -0.27 -0.02 -0.31
C -1.85 -1.14 -0.06 -0.80
N 1.56 0.30 -0.13 0.06
O 0.46 -0.40 0.13 -0.39
H -0.33 2.21 0.15 0.09
H -2.08 1.89 0.27 0.27
H 3.72 0.21 -0.10 0.33
H 2.53 -1.37 0.31 0.28
H -1.73 -1.83 0.77 0.27
H -1.50 -1.78 -0.93 0.23
H -2.83 -0.70 -0.27 0.20
H 1.30 1.37 -0.34 0.23

i wins, 2.833 eV ahead of the next structure.